[1]
47
Properties=species:S:1:pos:R:3:lowdin_charge:R:1 method="wB97M-V/def2-TZVPD" gap_ev=8.302 relative_energy_kcal_mol=46.3 e_tot_ev=-32600.5037
C 1.66905 5.13540 -0.40956 -0.010
C 1.53803 3.66571 -0.72454 -0.176
N 1.62512 3.29923 -2.06971 0.173
C 1.61129 1.99178 -2.49086 -0.437
O 1.71647 1.81244 -3.69418 0.057
C 1.45883 0.91947 -1.51515 -0.125
C 1.41455 -0.45210 -1.91260 -0.133
N 1.37357 -1.58135 -2.19652 0.187
C 1.34708 1.25812 -0.18483 0.094
C 1.39182 2.66829 0.24185 -0.109
C 1.26225 2.93412 1.68112 -0.209
C 0.31758 3.82680 2.18817 -0.026
C 0.20544 4.01562 3.56751 -0.128
N 0.97712 3.35912 4.44672 0.055
C 1.87722 2.48207 3.97604 -0.122
C 2.04548 2.24815 2.60987 -0.012
H 0.72760 5.64943 -0.62494 0.095
H 1.93119 5.30556 0.63795 0.086
H 2.45895 5.58205 -1.02076 0.089
H 1.77908 3.99664 -2.79015 0.169
H 1.21244 0.47574 0.56053 0.138
H -0.34926 4.36709 1.52641 0.114
H -0.53447 4.71648 3.94178 0.105
H 2.49662 1.93779 4.68206 0.107
H 2.79270 1.53043 2.29080 0.117
C -2.01714 -2.45539 -3.54428 -0.066
N -2.52132 -1.92312 -2.27803 0.030
C -2.15263 -2.26819 -1.03864 -0.454
O -2.64688 -1.66298 -0.09490 0.041
C -1.13940 -3.42272 -0.82330 -0.267
C -1.77941 -4.81942 -0.79176 -0.029
N -0.20199 -3.22572 0.29334 0.107
C -0.39282 -3.12829 1.61004 -0.545
C -1.66802 -3.60403 2.28046 0.004
O 0.51546 -2.69467 2.30428 0.021
H -2.58322 -2.02959 -4.37466 0.087
H -2.12087 -3.54100 -3.57164 0.075
H -0.96502 -2.18797 -3.66853 0.068
H -3.19110 -1.17020 -2.32099 0.141
H -0.50095 -3.42437 -1.70514 0.106
H -2.54394 -4.86928 -0.01796 0.073
H -2.25024 -5.03139 -1.75172 0.070
H -1.01415 -5.57306 -0.60156 0.090
H 0.73010 -2.95976 0.01718 0.122
H -2.53570 -3.11566 1.84947 0.066
H -1.74993 -4.68250 2.17234 0.076
H -1.61656 -3.35475 3.33898 0.084

***

[2]
41
Properties=species:S:1:pos:R:3:lowdin_charge:R:1 method="wB97M-V/def2-TZVPD" gap_ev=8.649 relative_energy_kcal_mol=47.9 e_tot_ev=-22543.5435
C -3.23950 -2.71934 -2.96917 -0.086
C -2.78719 -1.54537 -2.07012 -0.198
C -1.77948 -1.98856 -1.03719 -0.187
C -0.56810 -2.55592 -1.27757 -0.061
N 0.18297 -2.52378 -0.12216 0.060
C -0.61073 -2.16457 0.96182 -0.217
C -0.23153 -1.86944 2.25838 -0.055
C -1.17693 -1.32767 3.09824 -0.094
C -2.51394 -1.14210 2.61885 -0.094
C -2.85083 -1.37158 1.31456 -0.041
C -1.87158 -1.81522 0.41623 -0.119
H -2.82864 -3.63513 -2.55742 0.067
H -2.71709 -2.52815 -3.91561 0.069
H -4.28530 -2.76425 -3.24320 0.062
H -2.24855 -0.76216 -2.61724 0.107
H -3.58117 -0.91250 -1.65662 0.103
H -0.12720 -2.90165 -2.19155 0.123
H 0.96504 -3.13560 0.07053 0.149
H 0.78188 -1.92494 2.64616 0.111
H -0.97120 -1.05943 4.12117 0.095
H -3.25257 -0.91070 3.37762 0.095
H -3.82737 -1.20745 0.86559 0.109
C 0.32017 2.38247 2.36674 -0.095
C 0.65117 1.40780 1.21465 -0.194
C 1.69252 1.98271 0.26413 -0.239
C 1.97638 3.33148 0.07156 -0.029
C 3.03988 3.65665 -0.79921 -0.013
C 3.75418 2.72555 -1.55710 -0.329
O 4.67897 3.13324 -2.47048 0.055
C 3.50244 1.37640 -1.27248 -0.034
C 2.49323 1.06895 -0.42340 -0.067
H 1.16460 2.98104 2.70673 0.072
H -0.13591 1.79760 3.15967 0.058
H -0.39576 3.10936 1.97072 0.073
H 1.12680 0.52216 1.62490 0.092
H -0.22151 1.29860 0.57131 0.120
H 1.44741 4.15468 0.52055 0.105
H 3.29393 4.71213 -0.85214 0.111
H 4.72721 2.42025 -3.09521 0.089
H 4.14265 0.69477 -1.83599 0.118
H 2.28069 0.00965 -0.25625 0.110

***

Please write out number 2 again, unchanged.
41
Properties=species:S:1:pos:R:3:lowdin_charge:R:1 method="wB97M-V/def2-TZVPD" gap_ev=8.649 relative_energy_kcal_mol=47.9 e_tot_ev=-22543.5435
C -3.23950 -2.71934 -2.96917 -0.086
C -2.78719 -1.54537 -2.07012 -0.198
C -1.77948 -1.98856 -1.03719 -0.187
C -0.56810 -2.55592 -1.27757 -0.061
N 0.18297 -2.52378 -0.12216 0.060
C -0.61073 -2.16457 0.96182 -0.217
C -0.23153 -1.86944 2.25838 -0.055
C -1.17693 -1.32767 3.09824 -0.094
C -2.51394 -1.14210 2.61885 -0.094
C -2.85083 -1.37158 1.31456 -0.041
C -1.87158 -1.81522 0.41623 -0.119
H -2.82864 -3.63513 -2.55742 0.067
H -2.71709 -2.52815 -3.91561 0.069
H -4.28530 -2.76425 -3.24320 0.062
H -2.24855 -0.76216 -2.61724 0.107
H -3.58117 -0.91250 -1.65662 0.103
H -0.12720 -2.90165 -2.19155 0.123
H 0.96504 -3.13560 0.07053 0.149
H 0.78188 -1.92494 2.64616 0.111
H -0.97120 -1.05943 4.12117 0.095
H -3.25257 -0.91070 3.37762 0.095
H -3.82737 -1.20745 0.86559 0.109
C 0.32017 2.38247 2.36674 -0.095
C 0.65117 1.40780 1.21465 -0.194
C 1.69252 1.98271 0.26413 -0.239
C 1.97638 3.33148 0.07156 -0.029
C 3.03988 3.65665 -0.79921 -0.013
C 3.75418 2.72555 -1.55710 -0.329
O 4.67897 3.13324 -2.47048 0.055
C 3.50244 1.37640 -1.27248 -0.034
C 2.49323 1.06895 -0.42340 -0.067
H 1.16460 2.98104 2.70673 0.072
H -0.13591 1.79760 3.15967 0.058
H -0.39576 3.10936 1.97072 0.073
H 1.12680 0.52216 1.62490 0.092
H -0.22151 1.29860 0.57131 0.120
H 1.44741 4.15468 0.52055 0.105
H 3.29393 4.71213 -0.85214 0.111
H 4.72721 2.42025 -3.09521 0.089
H 4.14265 0.69477 -1.83599 0.118
H 2.28069 0.00965 -0.25625 0.110